(1)
Formula: C6H10N3O2S
Source: OMol25
Level of theory: ωB97M-V/def2-TZVPD

```
22
Properties=species:S:1:pos:R:3:forces:R:3
C 0.526364 -3.914704 -1.082049 -0.533 1.419 2.098
C 0.300990 -2.998010 -0.312460 -0.137 -0.135 -0.788
C 0.598935 1.092640 1.706447 1.289 2.152 3.852
C 0.628839 1.802744 0.430623 -0.839 2.611 0.219
C -2.372120 0.865818 -1.106053 2.953 2.160 -1.059
C 0.069250 -1.812921 0.562554 -1.609 -0.489 0.077
N 0.403277 -0.577286 -0.040868 0.896 1.074 -1.873
N 1.891483 1.734020 -0.331617 0.011 0.647 -1.060
N -0.089994 0.544664 0.532030 -1.750 -0.586 0.293
O 2.768097 0.984315 0.026572 -0.149 0.463 -0.188
O 1.858058 2.477187 -1.301944 0.572 -0.652 0.455
S -2.006626 0.802249 0.636490 1.016 -0.668 0.058
H 0.696875 -4.875782 -1.501949 0.095 0.029 -0.469
H 1.671589 0.819363 2.072793 -2.214 -0.683 -1.155
H 0.004479 1.555706 2.611568 0.712 -1.200 -2.269
H 0.047944 2.790244 0.234733 1.031 -2.214 0.115
H -3.300697 0.486233 -1.310044 -2.757 -0.758 0.099
H -1.767518 0.206353 -1.787098 0.109 0.623 0.974
H -2.311216 1.958460 -1.423090 -0.090 -1.600 0.056
H 0.703989 -1.805812 1.385977 1.193 -1.061 1.846
H -0.950093 -1.616699 1.009687 0.430 -1.247 -0.725
H 0.628092 -0.518779 -1.012300 -0.229 0.115 -0.559
```
Positions in Å, forces in eV/Å.

Results
Net charge: +1
SMILES: C#CCN[N@@+]1(SC)C[C@H]1[N+](=O)[O-]
Max |F|: 0.089 Eh/bohr
Energy relative to the best compared isomer or geometry (same formula, charge and spin): 8.8318 eV
Lowest unoccupied orbital energy: -4.92 eV
HOMO level: -13.657 eV
HOMO-LUMO gap: 8.7 eV

=====

(2)
Formula: H3N3
Source: OMol25
Level of theory: ωB97M-V/def2-TZVPD

```
6
Properties=species:S:1:pos:R:3:forces:R:3
N -2.644249 0.142821 -0.868515 0.926 -0.946 -0.334
N -1.895880 -0.614300 -1.137265 -0.924 0.949 0.339
N 0.913967 0.263560 0.575841 -0.072 0.037 -0.016
H 0.944858 0.127337 -0.427738 0.037 -0.014 0.049
H 0.912933 -0.652190 1.008063 0.032 0.010 -0.021
H 1.768370 0.732773 0.849614 0.002 -0.037 -0.016
```
Positions in Å, forces in eV/Å.

Results
SMILES: N#N.N
Max |F|: 0.027 Eh/bohr
Energy relative to the best compared isomer or geometry (same formula, charge and spin): 0.0000 eV
Lowest unoccupied orbital energy: 1.35 eV
HOMO level: -10.171 eV
HOMO-LUMO gap: 11.5 eV

=====

(3)
Formula: C11H14N6O4
Source: OMol25
Level of theory: ωB97M-V/def2-TZVPD

```
35
Properties=species:S:1:pos:R:3:forces:R:3
O 1.134469 1.283011 -0.119348 5.998 3.170 0.589
O -1.781790 2.171397 -3.661474 5.094 -1.454 1.347
N -1.275472 -0.896229 3.917547 -3.592 -0.183 -0.686
N -0.019112 -0.687316 5.824382 -1.448 0.333 0.314
N 1.858006 0.336425 4.778670 1.332 -0.005 -1.039
O 0.437902 2.400501 -4.120316 0.195 -0.166 0.209
O -0.529360 -1.672395 -2.317538 -2.425 0.480 -1.635
C 0.088140 0.797637 -0.004543 -2.971 -2.910 -2.007
C -0.558248 1.856225 -3.436813 -4.249 0.271 -0.663
C -1.247325 -0.883077 5.216773 2.682 -1.234 0.174
C 0.671841 -0.354172 4.786345 2.382 2.343 -1.600
C 2.287252 0.806396 3.626459 -1.263 -0.270 1.128
C -0.096937 -0.449307 3.571156 2.313 0.863 -1.144
C 0.385724 0.116281 2.403717 -0.581 0.348 -1.179
N 1.577922 0.804031 2.465263 -2.242 -2.382 1.451
N -0.307357 0.105594 1.129847 -0.668 -1.599 0.794
N -0.655337 0.688686 -1.184498 -1.839 -0.173 1.137
C -1.327024 -0.977128 0.943188 -1.586 0.978 0.444
C 0.635628 -1.073726 -4.299862 -1.732 0.726 -1.022
C -0.062061 0.656782 -2.545738 0.074 2.432 1.647
C -0.388139 -0.582355 -3.263254 -2.207 -3.399 -1.385
H 0.035220 2.976860 -4.779987 -0.109 0.362 -0.170
H 0.231861 -1.704131 -1.799751 2.144 -0.135 1.383
H -2.018093 -1.190246 5.800843 -2.428 -0.686 1.473
H 3.178334 1.370697 3.496890 0.872 0.211 0.577
H 1.921525 0.947908 1.562288 1.261 1.117 -1.583
H -1.615752 0.380632 -0.996344 0.658 0.163 -1.109
H -1.495031 -1.301215 -0.097356 0.064 1.079 0.214
H -1.105372 -1.943347 1.338913 0.908 -0.245 1.171
H -2.242596 -0.610500 1.478492 0.536 -0.732 -0.853
H 0.592417 -2.160819 -4.505440 -0.789 0.719 -0.062
H 0.519105 -0.452740 -5.236417 0.755 -0.774 0.921
H 1.533055 -0.987123 -3.781651 2.264 0.637 0.234
H 1.030885 0.680251 -2.415907 -0.342 0.556 0.085
H -1.394280 -0.453487 -3.774537 0.940 -0.439 0.849
```
Positions in Å, forces in eV/Å.

Results
Max |F|: 0.132 Eh/bohr
Energy relative to the best compared isomer or geometry (same formula, charge and spin): 0.5492 eV
Lowest unoccupied orbital energy: 0.20 eV
HOMO level: -8.737 eV
HOMO-LUMO gap: 8.9 eV

=====

(4)
Formula: C9H17LiO6P
Source: OMol25
Level of theory: ωB97M-V/def2-TZVPD

```
34
Properties=species:S:1:pos:R:3:forces:R:3
C 2.198253 2.923877 0.429080 -0.326 -0.005 0.190
C 1.338274 2.301389 -0.646485 0.125 0.258 -0.002
O 0.261713 1.549248 -0.009609 0.176 -0.395 0.009
P -0.729106 0.743896 -0.929651 -0.074 0.526 -0.130
O -1.532124 1.546926 -1.870130 -0.087 -0.110 0.054
C 0.107783 -0.612538 -1.747599 0.003 -0.312 0.205
C 0.619360 -1.818985 -0.925833 -0.012 0.215 -0.068
C 1.038842 -1.602536 0.519008 0.197 -0.752 -0.030
C 2.252307 -0.700950 0.777180 -0.022 0.172 0.089
O 3.134068 -1.498205 1.556676 -0.148 -0.091 0.206
C 2.591072 -2.722583 1.776597 0.041 -0.003 -0.173
O 3.011717 -3.524153 2.537378 0.007 -0.009 -0.188
O 1.503887 -2.892055 0.971704 0.062 0.223 0.335
O -1.658878 0.095024 0.230844 0.023 -0.081 -0.119
C -2.963165 -0.252874 -0.171578 -0.390 0.003 0.198
C -3.919613 -0.080382 1.003873 -0.141 0.419 -0.437
H 2.789027 3.735529 0.008677 0.119 -0.098 -0.036
H 1.555417 3.350788 1.200367 0.010 0.051 -0.045
H 2.849001 2.195735 0.908049 0.097 0.045 -0.062
H 1.921312 1.626284 -1.277233 -0.044 0.011 -0.020
H 0.883975 3.067702 -1.273581 -0.050 -0.051 -0.024
H -0.653314 -0.977546 -2.441792 0.088 0.068 -0.131
H 0.891728 -0.188578 -2.377741 -0.014 0.104 0.055
H -0.149267 -2.592027 -0.930794 0.003 -0.010 0.097
H 1.481907 -2.249981 -1.436286 -0.024 0.010 -0.053
H 0.194709 -1.371910 1.169280 -0.009 0.378 -0.131
H 2.774585 -0.383496 -0.128358 -0.057 -0.111 -0.074
H 1.984785 0.176755 1.359371 -0.019 0.016 -0.033
H -3.226686 0.433370 -0.998057 0.040 -0.160 -0.257
H -3.017127 -1.270234 -0.566705 0.170 -0.025 0.076
H -4.890043 -0.548945 0.777484 0.054 -0.183 0.214
H -4.073503 0.992359 1.210716 0.126 -0.070 0.260
H -3.526712 -0.514217 1.918119 -0.101 -0.109 0.004
Li -5.044183 1.063312 -0.622976 0.177 0.079 0.023
```
Positions in Å, forces in eV/Å.

Results
Net charge: +1
Max |F|: 0.015 Eh/bohr
Energy relative to the best compared isomer or geometry (same formula, charge and spin): 0.0000 eV
Lowest unoccupied orbital energy: -4.86 eV
HOMO level: -13.026 eV
HOMO-LUMO gap: 8.2 eV

=====

(5)
Formula: C29H24BF4N3OPbSi
Source: OMol25
Level of theory: ωB97M-V/def2-TZVPD

```
64
Properties=species:S:1:pos:R:3:forces:R:3
Pb 2.358127 0.637955 -1.823676 -0.180 -0.034 -0.324
C 2.555539 -2.133634 3.376750 -0.027 0.067 -0.013
C 2.679579 -0.823915 3.836170 -0.026 -0.034 -0.057
C 2.600686 0.236864 2.952818 0.043 0.027 0.054
C 2.398551 -0.024970 1.599650 -0.035 0.011 -0.104
C 2.276806 -1.328198 1.134656 -0.048 -0.084 -0.006
C 2.350636 -2.385917 2.027572 -0.023 0.054 -0.026
N 2.348413 1.016395 0.627908 -0.058 0.340 0.042
N 2.336793 2.175583 1.068962 -0.026 -0.240 -0.014
C 2.332799 3.230261 0.122064 0.061 0.034 -0.002
C 2.424780 4.508624 0.635578 0.012 -0.029 -0.031
C 2.473224 5.573876 -0.254453 0.001 -0.038 -0.057
C 2.422124 5.314727 -1.612443 0.003 -0.068 0.026
C 2.321373 3.995994 -2.038312 0.008 0.078 -0.019
N 2.271792 2.975347 -1.188751 -0.069 -0.030 0.183
H 2.638220 -2.957185 4.071804 0.017 -0.025 0.026
H 2.862235 -0.634105 4.883638 0.001 0.007 0.048
H 2.724379 1.255234 3.292678 0.006 -0.029 0.003
H 2.167354 -1.526639 0.074725 -0.011 -0.017 0.072
H 2.284523 -3.403380 1.667887 -0.003 -0.019 -0.007
H 2.478620 4.645169 1.704619 0.003 0.004 0.047
H 2.562492 6.586071 0.111388 -0.001 0.051 0.011
H 2.470167 6.109623 -2.341041 0.006 0.027 -0.024
H 2.294614 3.756092 -3.093251 -0.018 0.005 -0.041
F 4.547743 1.390195 -1.581708 0.038 0.242 -0.135
B 5.231112 0.222846 -0.937149 -0.117 0.299 -0.111
F 5.446702 0.551679 0.351242 0.116 0.066 0.492
F 6.264147 -0.165484 -1.680679 0.292 -0.133 -0.164
F 4.133543 -0.736318 -1.004263 -0.131 -0.520 -0.016
O -0.258581 0.493510 -1.338337 0.070 0.020 -0.070
Si -1.472229 -0.419907 -1.169257 0.081 -0.135 0.401
C -2.654265 -0.298305 0.836475 0.040 -0.025 -0.111
C -1.443852 -0.046284 1.497770 0.096 -0.028 -0.013
C -1.046662 -0.856555 2.551448 0.022 -0.088 0.053
C -1.846088 -1.914416 2.947425 0.013 0.017 -0.012
C -3.049837 -2.171927 2.292443 0.022 0.061 -0.061
C -3.452831 -1.377166 1.240515 -0.014 -0.070 0.073
C -1.649097 -2.194677 -1.512334 -0.011 -0.043 -0.214
C -2.476682 -2.728309 -2.506484 0.093 -0.030 0.073
C -2.471579 -4.093129 -2.743508 0.010 0.058 0.027
C -1.648409 -4.924427 -1.996377 0.005 -0.004 -0.001
C -0.818086 -4.401085 -1.014584 -0.017 0.060 -0.018
C -0.805484 -3.037235 -0.775508 -0.104 -0.003 0.015
C -3.070913 0.574342 -0.320837 -0.360 0.308 -0.105
C -3.926169 0.071833 -1.342573 0.154 -0.069 -0.039
C -4.406974 0.903989 -2.344604 0.031 0.026 0.015
C -4.082577 2.249649 -2.332252 0.022 -0.026 0.022
C -3.260520 2.774040 -1.330640 -0.007 -0.040 -0.012
C -2.763970 1.960578 -0.342667 0.066 -0.012 0.063
H -0.805998 0.769978 1.183951 -0.004 0.063 0.037
H -0.114980 -0.654375 3.059062 0.076 0.011 0.032
H -1.540774 -2.539065 3.774944 0.012 -0.030 0.024
H -3.677939 -2.988743 2.613271 -0.044 -0.057 0.041
H -4.402695 -1.572930 0.763568 -0.019 0.028 -0.031
H -3.106824 -2.091907 -3.112216 -0.052 0.056 -0.030
H -3.104226 -4.506862 -3.514735 -0.028 -0.021 -0.039
H -1.649132 -5.988063 -2.186187 -0.006 -0.049 -0.002
H -0.181055 -5.055296 -0.438050 0.041 -0.036 0.028
H -0.161218 -2.634850 -0.003364 0.058 0.030 0.063
H -4.211352 -0.971184 -1.325365 -0.024 -0.052 -0.003
H -5.051611 0.501664 -3.112204 -0.031 -0.019 -0.026
H -4.476303 2.902218 -3.098192 -0.009 0.035 -0.045
H -3.028604 3.828912 -1.322421 0.001 0.042 0.001
H -2.139551 2.373202 0.437464 -0.018 0.009 0.010
```
Positions in Å, forces in eV/Å.

Results
Net charge: +2
Max |F|: 0.010 Eh/bohr
Energy relative to the best compared isomer or geometry (same formula, charge and spin): 2.0890 eV
Lowest unoccupied orbital energy: -7.06 eV
HOMO level: -14.447 eV
HOMO-LUMO gap: 7.4 eV

=====

(6)
Formula: C38H39ClI2N2O5SiTc
Source: OMol25
Level of theory: ωB97M-V/def2-TZVPD

```
89
Properties=species:S:1:pos:R:3:forces:R:3
Tc -0.055321 0.112474 -1.149771 1.190 -1.823 0.072
I 1.080179 -0.100626 -6.338871 -0.316 0.227 0.132
C -0.459921 0.862074 -5.291671 0.764 -0.553 0.559
C -1.490121 1.506374 -5.976471 -0.446 0.440 -0.009
C -2.446921 2.247574 -5.319471 -0.217 0.201 -0.487
I -3.889821 3.288774 -6.449171 0.252 -0.187 0.195
C -2.450521 2.332574 -3.911371 0.231 -0.399 0.193
C -3.242121 3.146274 -3.080371 0.123 -0.064 0.281
C -3.048521 3.136774 -1.716371 -0.133 -0.022 -0.140
C -2.139521 2.240974 -1.148971 0.453 -0.223 -0.019
N -1.406221 1.434474 -1.911571 -1.071 1.048 0.061
C -1.495621 1.533474 -3.248371 0.232 -0.040 -0.724
C -0.425721 0.865074 -3.900071 -1.009 0.343 -0.915
O 0.498679 0.393774 -3.131271 0.848 -0.301 1.741
H -1.507421 1.454374 -7.053871 0.005 0.007 -0.086
H -3.969721 3.812974 -3.514671 -0.093 0.075 -0.088
H -3.600721 3.808874 -1.080871 -0.029 0.036 0.024
H -2.464521 1.201174 0.646529 0.167 0.088 -0.131
N -0.432321 1.511674 0.304129 0.034 -1.219 -1.595
C -1.803721 2.018374 0.298129 -0.708 -0.080 0.524
C -2.028321 3.177174 1.251429 0.062 -0.107 -0.041
C -0.982321 3.717974 1.982529 -0.020 -0.057 -0.108
C -1.211921 4.725174 2.901729 -0.004 0.052 0.073
C -2.492021 5.207074 3.100629 0.028 -0.014 0.033
C -3.544721 4.656874 2.389429 -0.122 0.049 0.020
C -3.318121 3.640274 1.480029 -0.025 -0.015 0.009
H 0.009779 3.327274 1.853629 0.162 -0.043 0.006
H -0.387421 5.116874 3.476229 0.103 0.077 0.056
H -2.672021 5.984874 3.824529 -0.042 0.125 0.083
H -4.550421 5.008174 2.559829 -0.124 0.031 0.009
H -4.157221 3.187574 0.971029 -0.096 -0.061 -0.046
C 3.758979 -2.534126 -0.777871 -0.870 0.116 0.405
Si 2.074679 -2.389926 0.130729 1.107 -2.375 0.940
C 1.056479 -4.009426 -0.074371 0.423 0.914 0.003
C 2.358279 -2.301326 2.032529 -0.010 0.202 -0.911
O 1.288479 -1.119626 -0.424371 -1.407 2.325 -1.253
H 4.445279 -3.170226 -0.232571 0.154 -0.201 0.199
H 4.233879 -1.567426 -0.910771 0.060 0.253 0.028
H 3.616679 -2.966526 -1.762271 -0.080 -0.100 -0.223
H 1.716179 -4.870126 -0.095271 0.228 -0.188 0.009
H 0.471279 -4.020826 -0.983871 -0.012 -0.068 -0.048
H 0.374079 -4.139426 0.759529 -0.129 0.025 0.208
H 2.763579 -3.242626 2.387829 0.088 -0.320 -0.040
H 1.431479 -2.123826 2.565629 -0.243 -0.010 0.050
H 3.049579 -1.524726 2.331229 0.202 0.241 0.052
Cl 3.465879 -5.271526 -5.484671 0.214 -0.118 -0.120
C 2.174479 -4.542526 -4.598471 -0.263 0.201 0.214
C 2.239979 -3.197926 -4.271771 0.118 -0.139 -0.093
C 1.200779 -2.613226 -3.569471 -0.177 -0.074 0.130
C 0.081879 -3.356126 -3.215671 -0.084 0.045 0.039
C 0.038579 -4.710726 -3.538871 0.004 0.093 -0.075
C 1.082279 -5.310226 -4.218771 0.020 0.033 -0.017
C -1.091421 -2.773726 -2.443871 -0.212 -1.518 -0.232
O -2.069421 -3.471226 -2.239271 0.140 0.117 -0.040
O -1.004821 -1.554126 -2.069571 0.542 3.206 1.315
H 3.097179 -2.609626 -4.565671 0.073 -0.001 -0.014
H 1.271379 -1.573326 -3.296371 -0.028 0.002 -0.063
H -0.822321 -5.290326 -3.240871 -0.069 0.012 0.029
H 1.052079 -6.363226 -4.450871 0.017 -0.084 -0.073
C 2.147679 2.522374 0.378129 -0.025 0.165 0.153
C 2.495479 1.933374 1.742729 0.223 -0.020 -0.326
C 3.733079 1.049474 1.523229 0.002 0.180 0.143
C 1.500979 1.155774 2.613629 -0.199 0.048 -0.212
C 1.935479 1.106474 3.944829 -0.102 -0.076 0.099
C 1.315579 0.362374 4.921429 -0.009 -0.044 0.054
C 0.177479 -0.355326 4.610929 0.101 0.068 -0.153
C -0.352221 -0.291626 3.336529 -0.033 0.122 -0.422
C -1.670021 -0.990626 3.062429 -0.229 -0.117 0.021
C -1.538121 -2.514326 3.121829 -0.022 0.226 -0.143
C -2.743621 -0.519226 4.049929 0.100 0.033 -0.264
C 0.321579 0.446374 2.334729 0.115 -0.016 1.073
O -0.385821 0.384374 1.135629 -0.301 -0.170 -0.200
H 3.013679 3.085174 0.032629 0.134 -0.063 -0.060
H 1.311579 3.210874 0.408129 -0.047 -0.007 -0.127
H 1.934079 1.743374 -0.355771 0.144 0.055 -0.056
H 2.803779 2.783574 2.368229 -0.074 -0.144 -0.078
H 3.488279 0.246274 0.834529 0.009 -0.152 -0.079
H 4.099379 0.621174 2.451729 0.018 -0.100 0.078
H 4.533679 1.643974 1.089229 0.098 0.041 -0.101
H 2.816279 1.672074 4.219129 0.079 0.029 -0.094
H 1.707979 0.346474 5.926229 0.088 0.017 0.098
H -0.313721 -0.949726 5.366229 -0.081 -0.021 0.070
H -2.010221 -0.735726 2.055929 0.066 -0.043 0.183
H -1.204521 -2.845526 4.103429 0.061 -0.041 0.095
H -0.837721 -2.870626 2.372429 0.122 -0.106 -0.061
H -2.506321 -2.965126 2.916129 -0.078 -0.114 0.008
H -2.516221 -0.842926 5.062429 -0.006 -0.016 0.132
H -3.708121 -0.938026 3.769829 -0.105 -0.033 0.018
H -2.820121 0.566474 4.045029 -0.053 0.116 0.049
```
Positions in Å, forces in eV/Å.

Results
2S+1: 2
Max |F|: 0.068 Eh/bohr
Lowest unoccupied orbital energy (alpha / beta): -1.88 / -2.13 eV
HOMO level (alpha / beta): -8.222 / -8.379 eV
HOMO-LUMO gap (alpha / beta): 6.3 / 6.2 eV